1.
Density functional theory data (ωB97M-V with the def2-TZVPD basis set) for a molecular structure, C35H23N5O2RuS3 at a distorted geometry.

Spin multiplicity: 1
Orbital gap (spin up / spin down) in eV: 5.6 / 5.6
HOMO level (spin up / spin down) in eV: -7.904 / -7.914
Largest force on an atom in eV/A: 2.343

Each line ends with the Mulliken charge.
Positions of all 69 atoms, in Å:
Ru (0.161, -0.291, 1.097)  -0.219
C (-0.531, 0.256, 5.401)  -0.834
C (0.765, 0.342, 5.892)  -0.878
C (1.828, 0.251, 5.012)  -0.710
C (1.598, 0.075, 3.646)  1.964
C (0.297, -0.022, 3.140)  -0.143
C (-0.762, 0.071, 4.046)  0.070
C (2.686, -0.004, 2.659)  0.693
C (4.045, -0.049, 3.056)  -1.536
C (5.023, -0.116, 2.120)  -0.922
C (4.679, -0.101, 0.753)  0.899
C (5.655, -0.153, -0.267)  -0.912
C (5.288, -0.115, -1.582)  -0.693
C (3.925, 0.000, -1.919)  -0.546
C (2.967, 0.052, -0.948)  0.318
C (3.310, -0.030, 0.413)  -0.598
N (2.323, -0.018, 1.379)  0.953
H (-1.373, 0.327, 6.079)  0.447
H (0.945, 0.476, 6.950)  0.406
H (2.835, 0.327, 5.399)  0.385
H (-1.785, 0.000, 3.702)  0.383
H (4.292, -0.051, 4.105)  0.359
H (6.066, -0.168, 2.408)  0.431
H (6.698, -0.226, 0.018)  0.404
H (6.037, -0.165, -2.361)  0.385
H (3.618, 0.039, -2.956)  0.496
H (1.933, 0.154, -1.214)  0.187
C (-5.524, -2.180, -4.377)  -1.527
C (-4.135, -1.961, -3.845)  1.037
C (-3.775, -2.426, -2.581)  -0.948
C (-2.507, -2.197, -2.078)  -0.523
C (-1.583, -1.489, -2.834)  -0.714
C (-1.911, -1.045, -4.106)  -0.366
C (-3.183, -1.284, -4.601)  -0.884
S (0.014, -1.167, -2.148)  1.422
O (0.859, -0.734, -3.235)  -0.675
O (0.396, -2.326, -1.391)  -0.780
N (-0.215, 0.031, -1.061)  1.169
C (-0.284, 1.355, -1.461)  0.275
C (-0.429, 1.844, -2.746)  -0.742
C (-0.466, 3.225, -3.000)  -0.979
C (-0.362, 4.144, -1.995)  -0.933
C (-0.228, 3.692, -0.666)  0.919
C (-0.125, 4.576, 0.428)  -0.723
C (-0.002, 4.079, 1.689)  -1.098
C (0.021, 2.689, 1.876)  0.056
N (-0.073, 1.826, 0.883)  0.732
C (-0.194, 2.305, -0.400)  -0.427
H (-6.003, -3.030, -3.893)  0.368
H (-5.511, -2.356, -5.453)  0.388
H (-6.145, -1.301, -4.193)  0.299
H (-4.493, -2.979, -1.986)  0.381
H (-2.212, -2.595, -1.118)  0.780
H (-1.164, -0.544, -4.706)  0.593
H (-3.439, -0.947, -5.599)  0.378
H (-0.489, 1.160, -3.574)  0.340
H (-0.574, 3.560, -4.023)  0.413
H (-0.378, 5.207, -2.196)  0.406
H (-0.152, 5.644, 0.248)  0.428
H (0.074, 4.726, 2.552)  0.477
H (0.102, 2.275, 2.869)  0.179
S (-2.145, -0.416, 1.043)  -0.381
C (-2.477, -2.017, 1.376)  0.463
C (-3.851, -2.440, 1.367)  -0.226
N (-4.957, -2.749, 1.344)  -0.472
C (-1.456, -2.918, 1.666)  1.188
S (0.150, -2.416, 1.696)  -0.403
C (-1.740, -4.287, 1.986)  -0.217
N (-1.956, -5.392, 2.215)  -0.463

Forces on the atoms, in the same order (eV/Å):
Ru -2.2 -0.5 0.8
C 0.0 0.0 0.0
C 0.0 0.0 0.0
C 0.0 0.0 0.0
C 0.0 0.0 0.0
C 0.3 0.2 0.0
C 0.0 0.0 -0.1
C 0.0 0.1 0.0
C 0.0 0.0 0.0
C 0.0 0.0 0.0
C 0.0 0.0 0.0
C 0.0 0.0 0.0
C 0.0 0.0 0.0
C 0.0 0.0 0.0
C 0.0 0.0 0.0
C 0.0 0.0 0.0
N 0.1 -0.3 0.0
H 0.0 0.0 0.0
H 0.0 0.0 0.0
H 0.0 0.0 0.0
H 0.0 0.0 0.0
H 0.0 0.0 0.0
H 0.0 0.0 0.0
H 0.0 0.0 0.0
H 0.0 0.0 0.0
H 0.0 0.0 0.0
H 0.0 0.0 0.0
C 0.0 0.0 0.0
C 0.0 0.0 0.0
C 0.0 0.0 0.0
C 0.0 0.0 0.0
C 0.0 0.0 0.0
C 0.0 0.0 0.0
C 0.0 0.0 0.0
S -0.1 0.0 0.0
O 0.0 0.0 0.0
O 0.0 0.0 0.0
N 0.8 0.0 -0.2
C 0.0 -0.1 0.1
C 0.0 0.0 0.1
C 0.0 0.0 0.0
C 0.0 0.0 0.0
C 0.0 0.0 0.0
C 0.0 0.0 0.0
C 0.0 0.0 0.0
C -0.1 0.0 -0.1
N 0.5 0.3 0.0
C -0.1 0.0 0.0
H 0.0 0.0 0.0
H 0.0 0.0 0.0
H 0.0 0.0 0.0
H 0.0 0.0 0.0
H 0.0 0.0 0.0
H 0.0 0.0 0.0
H 0.0 0.0 0.0
H 0.0 0.0 0.0
H 0.0 0.0 0.0
H 0.0 0.0 0.0
H 0.0 0.0 0.0
H 0.0 0.0 0.0
H 0.1 0.0 0.0
S 0.6 -0.2 -0.1
C -0.1 0.1 0.0
C 0.1 0.0 0.0
N 0.0 0.0 0.0
C 0.1 -0.3 0.2
S 0.2 0.6 -0.7
C 0.0 0.1 0.0
N 0.0 0.0 0.0


2.
Density functional theory data (ωB97M-V with the def2-TZVPD basis set) for a molecular structure, C35H24Cl5IrOPS.

Spin multiplicity: 2
Charge: +2
Orbital gap (spin up / spin down) in eV: 7.2 / 4.9
HOMO level (spin up / spin down) in eV: -13.471 / -13.417
Energy above the lowest of the compared OMol25 structures with the same formula, charge and spin in kJ/mol: 0.00
Largest force on an atom in eV/A: 0.199

Each line ends with the Löwdin spin population.
Positions of all 68 atoms, in Å:
Ir (0.287, -0.163, -0.203)  0.579
C (-2.036, 1.621, 5.242)  0.000
C (-2.647, 1.644, 3.994)  0.000
C (-2.113, 0.908, 2.951)  0.000
C (-0.959, 0.151, 3.167)  0.000
C (-0.349, 0.120, 4.421)  0.000
C (-0.895, 0.861, 5.458)  0.000
P (-0.357, -0.848, 1.827)  -0.001
C (1.432, -1.128, 1.901)  0.019
C (2.292, -0.082, 2.294)  0.022
C (3.661, -0.262, 2.264)  -0.003
C (4.190, -1.475, 1.834)  0.029
C (3.356, -2.510, 1.432)  -0.002
C (1.982, -2.346, 1.461)  0.022
C (-1.232, -2.358, 1.551)  0.003
C (-1.914, -3.097, 2.486)  0.001
C (-2.491, -4.319, 2.098)  0.001
C (-2.370, -4.761, 0.806)  0.002
C (-1.683, -4.009, -0.178)  0.001
C (-1.571, -4.423, -1.529)  0.008
C (-0.922, -3.637, -2.434)  -0.001
C (-0.357, -2.395, -2.050)  0.011
C (-0.453, -1.957, -0.756)  -0.005
C (-1.112, -2.779, 0.203)  -0.001
H (-2.457, 2.197, 6.055)  0.000
H (-3.541, 2.232, 3.838)  0.000
H (-2.593, 0.914, 1.979)  0.001
H (0.536, -0.480, 4.591)  0.000
H (-0.431, 0.841, 6.435)  0.000
H (1.873, 0.856, 2.640)  0.001
H (4.318, 0.534, 2.586)  -0.001
H (5.263, -1.616, 1.822)  0.001
H (3.778, -3.452, 1.109)  -0.001
H (1.333, -3.158, 1.163)  0.000
H (-2.010, -2.749, 3.508)  0.000
H (-3.031, -4.908, 2.826)  0.000
H (-2.820, -5.703, 0.516)  0.000
H (-2.010, -5.366, -1.831)  0.000
H (-0.838, -3.953, -3.465)  0.000
H (0.141, -1.798, -2.801)  0.000
Cl (0.879, 2.404, 0.248)  0.011
C (-0.723, 2.347, -0.445)  0.057
C (-1.214, 1.038, -0.563)  0.011
C (-2.550, 0.894, -0.977)  0.065
Cl (-3.305, -0.634, -0.996)  0.030
C (-3.280, 2.022, -1.366)  -0.015
Cl (-4.884, 1.850, -1.920)  -0.011
C (-2.711, 3.305, -1.297)  0.088
Cl (-3.605, 4.666, -1.777)  0.042
C (-1.406, 3.481, -0.806)  -0.008
Cl (-0.691, 5.022, -0.662)  -0.009
C (3.607, -0.010, -3.432)  0.002
S (2.735, 0.782, -2.095)  0.006
O (1.619, -0.266, -1.812)  0.041
C (1.909, 2.098, -2.943)  0.002
C (0.701, 1.864, -3.589)  0.000
C (0.069, 2.928, -4.211)  0.000
C (0.649, 4.192, -4.191)  0.000
C (1.857, 4.407, -3.542)  0.000
C (2.493, 3.356, -2.899)  0.000
H (2.886, -0.301, -4.194)  0.000
H (4.125, -0.876, -3.024)  0.000
H (4.322, 0.709, -3.828)  0.000
H (0.262, 0.874, -3.594)  0.000
H (-0.871, 2.771, -4.723)  0.000
H (0.153, 5.016, -4.686)  0.000
H (2.299, 5.393, -3.526)  0.000
H (3.423, 3.518, -2.366)  0.000

Forces on the atoms, in the same order (eV/Å):
Ir 0.0 -0.1 0.2
C 0.0 0.0 0.0
C 0.0 0.0 0.0
C 0.0 0.0 0.0
C 0.0 0.0 0.0
C 0.0 0.0 0.0
C 0.0 0.0 0.0
P 0.0 0.0 -0.1
C 0.1 -0.1 0.0
C 0.0 0.0 0.0
C 0.0 0.0 0.0
C 0.0 0.0 0.0
C 0.0 0.0 0.0
C 0.0 0.1 0.0
C 0.0 0.0 0.0
C 0.0 0.0 0.0
C 0.0 0.0 0.0
C 0.0 0.0 0.0
C 0.0 0.0 0.0
C 0.0 0.0 0.0
C 0.0 0.0 0.0
C 0.0 0.0 0.1
C -0.1 0.0 -0.1
C 0.0 0.1 0.0
H 0.0 0.0 0.0
H 0.0 0.0 0.0
H 0.0 0.0 0.0
H 0.0 0.0 0.0
H 0.0 0.0 0.0
H 0.0 0.0 0.0
H 0.0 0.0 0.0
H 0.0 0.0 0.0
H 0.0 0.0 0.0
H 0.0 0.0 0.0
H 0.0 0.0 0.0
H 0.0 0.0 0.0
H 0.0 0.0 0.0
H 0.0 0.0 0.0
H 0.0 0.0 0.0
H 0.0 0.0 0.0
Cl 0.0 0.0 0.0
C 0.0 0.0 0.0
C -0.1 0.1 0.0
C 0.1 0.0 0.0
Cl 0.0 -0.1 0.0
C 0.0 0.0 0.0
Cl 0.0 0.0 0.0
C 0.0 0.0 0.0
Cl 0.0 0.0 0.0
C 0.0 0.0 0.0
Cl 0.0 0.0 0.0
C 0.0 0.0 0.0
S 0.0 0.0 0.0
O 0.1 0.0 0.0
C 0.0 0.0 0.0
C 0.0 0.0 0.0
C 0.0 0.0 0.0
C 0.0 0.0 0.0
C 0.0 0.0 0.0
C 0.0 0.0 0.0
H 0.0 0.0 0.0
H 0.0 0.0 0.0
H 0.0 0.0 0.0
H 0.0 0.0 0.0
H 0.0 0.0 0.0
H 0.0 0.0 0.0
H 0.0 0.0 0.0
H 0.0 0.0 0.0


3.
Density functional theory data (ωB97M-V with the def2-TZVPD basis set) for a molecular structure, C35H24ClF4FeN7O2.

Spin multiplicity: 6
Charge: +1
Orbital gap (spin up / spin down) in eV: 4.9 / 4.2
HOMO level (spin up / spin down) in eV: -9.296 / -9.389
Energy above the lowest of the compared OMol25 structures with the same formula, charge and spin in kJ/mol: 29.59
Largest force on an atom in eV/A: 0.574

Each line ends with the Löwdin spin population.
Positions of all 74 atoms, in Å:
Fe (0.716, 0.363, -1.250)  3.634
C (1.269, 2.872, 0.231)  0.000
N (1.275, 1.461, 0.668)  0.035
C (0.472, 1.337, 1.882)  0.004
C (2.656, 1.000, 0.833)  0.011
C (3.278, 0.899, 2.065)  0.000
C (4.600, 0.481, 2.153)  0.011
C (5.289, 0.160, 0.992)  0.001
C (4.672, 0.258, -0.248)  0.011
C (3.346, 0.675, -0.344)  0.014
N (2.582, 0.708, -1.492)  0.109
C (3.042, 0.814, -2.799)  0.013
C (4.119, 1.594, -3.210)  0.010
C (4.388, 1.769, -4.560)  0.001
C (3.585, 1.172, -5.523)  0.009
C (2.517, 0.377, -5.123)  0.000
C (2.259, 0.192, -3.776)  0.010
N (1.179, -0.628, -3.267)  0.034
C (1.689, -1.943, -2.817)  0.002
C (0.059, -0.827, -4.190)  0.004
H (1.624, 3.531, 1.030)  0.000
H (0.253, 3.170, -0.036)  0.000
H (1.915, 2.985, -0.636)  0.000
H (0.795, 2.034, 2.663)  0.001
H (0.541, 0.322, 2.272)  0.000
H (-0.568, 1.573, 1.648)  0.000
H (2.745, 1.150, 2.974)  0.000
H (5.085, 0.420, 3.118)  0.001
H (6.312, -0.190, 1.052)  0.000
H (5.199, -0.029, -1.151)  0.000
H (4.716, 2.101, -2.460)  0.000
H (5.223, 2.388, -4.863)  0.000
H (3.782, 1.320, -6.576)  0.001
H (1.908, -0.110, -5.875)  0.000
H (2.110, -2.496, -3.663)  0.001
H (0.875, -2.520, -2.384)  0.000
H (2.460, -1.801, -2.063)  0.001
H (0.315, -1.500, -5.014)  0.001
H (-0.251, 0.131, -4.606)  0.000
H (-0.777, -1.272, -3.647)  0.001
Cl (-6.474, 3.778, -2.133)  0.000
C (-5.142, 2.816, -1.615)  0.001
C (-5.332, 1.929, -0.556)  -0.001
C (-4.239, 1.175, -0.182)  0.000
C (-3.036, 1.312, -0.825)  -0.001
O (-2.134, 0.441, -0.277)  0.017
C (-2.818, 2.189, -1.863)  0.001
C (-1.489, 2.353, -2.473)  -0.007
O (-0.476, 1.871, -2.001)  0.034
C (-3.919, 2.948, -2.263)  0.001
H (-6.295, 1.850, -0.070)  0.000
H (-4.695, -0.141, 1.466)  0.000
H (-1.420, 2.973, -3.378)  0.000
H (-3.819, 3.657, -3.075)  0.000
F (-0.501, -3.473, 2.040)  -0.010
C (-1.418, -3.055, 2.917)  -0.018
C (-1.507, -3.718, 4.119)  0.069
F (-0.680, -4.731, 4.324)  0.020
C (-2.448, -3.364, 5.100)  0.008
C (-3.281, -2.289, 4.756)  0.071
C (-3.170, -1.635, 3.554)  -0.015
F (-3.989, -0.579, 3.364)  -0.010
C (-2.237, -1.977, 2.578)  0.080
C (-2.013, -1.253, 1.321)  0.013
C (-0.810, -1.437, 0.568)  0.023
N (0.065, -1.413, -0.183)  0.021
C (-2.756, -0.261, 0.711)  0.024
N (-4.032, 0.173, 0.779)  0.016
F (-4.189, -1.841, 5.612)  0.020
C (-2.543, -4.039, 6.365)  0.319
C (-3.621, -3.826, 7.266)  0.030
N (-4.492, -3.705, 8.013)  0.171
C (-1.568, -4.969, 6.812)  0.030
N (-0.773, -5.699, 7.220)  0.172

Forces on the atoms, in the same order (eV/Å):
Fe 0.1 -0.4 0.2
C 0.1 0.2 0.2
N 0.2 0.0 0.0
C -0.1 0.0 0.0
C -0.1 0.2 0.4
C -0.1 0.1 0.1
C 0.1 0.0 -0.1
C 0.0 0.0 0.0
C 0.2 -0.1 0.0
C -0.1 0.1 -0.2
N 0.4 0.0 -0.4
C 0.2 0.2 0.3
C 0.1 0.1 0.0
C 0.0 -0.1 0.0
C 0.0 0.0 0.1
C 0.0 -0.1 0.0
C -0.2 -0.1 -0.2
N -0.5 -0.2 0.3
C 0.1 -0.1 -0.2
C 0.1 0.1 0.0
H 0.0 0.0 0.0
H 0.0 0.0 0.0
H 0.0 0.0 0.0
H 0.0 0.0 0.0
H 0.0 0.0 0.0
H 0.0 0.0 0.0
H 0.0 0.0 0.0
H 0.0 0.0 0.0
H 0.0 0.0 0.0
H 0.0 0.0 0.1
H 0.0 0.0 0.0
H 0.0 0.0 0.0
H 0.0 0.0 0.0
H 0.0 0.0 0.0
H 0.0 0.0 0.0
H 0.0 0.0 0.0
H 0.0 0.0 0.0
H 0.0 0.0 0.0
H 0.0 0.0 0.0
H 0.0 0.0 0.0
Cl 0.0 0.0 0.0
C 0.0 0.0 0.0
C -0.1 0.0 0.0
C -0.2 -0.2 0.2
C 0.2 -0.2 0.1
O 0.0 0.0 -0.1
C 0.2 0.1 -0.2
C -0.2 0.2 0.1
O -0.2 -0.2 -0.4
C 0.0 0.1 -0.1
H 0.0 0.0 0.0
H 0.0 0.0 0.0
H -0.1 0.1 0.1
H 0.0 0.0 0.0
F 0.0 0.0 0.0
C 0.1 -0.2 -0.1
C 0.1 -0.1 0.0
F 0.0 0.0 0.0
C 0.0 -0.1 0.2
C -0.1 0.0 0.1
C -0.1 0.2 0.0
F 0.1 0.0 -0.1
C 0.0 0.1 -0.2
C 0.3 -0.1 0.1
C -0.2 0.0 0.2
N 0.0 0.2 0.1
C -0.1 0.0 -0.3
N -0.1 0.2 0.1
F 0.0 0.0 0.0
C 0.0 -0.1 0.1
C 0.1 0.0 -0.1
N 0.1 0.0 0.0
C 0.0 0.1 -0.1
N -0.1 0.0 0.0


Calculated total energy, -3061.317520; -4567.676157; -4004.998311 Ha (same order as the records).